No. 1
This record from the Open Molecules 2025 dataset describes a 6-piece molecular cluster, C51H48FN3O18PS3 overall at a distorted geometry. The level of theory is ωB97M-V/def2-TZVPD.

## Properties
Charge: +1
E_HOMO, eV: -11.240
Kohn-Sham gap, eV: 6.3

CARTESIAN COORDINATES (ANGSTROEM)
C 4.51321 1.16960 1.86874
C 4.39071 0.85046 0.29504
C 3.33591 -0.30811 0.03776
C 2.14994 0.06216 -0.95831
S 3.09132 0.63640 -2.49908
C 1.01270 1.02798 -0.43304
O 1.31075 2.28297 0.06147
C 1.67205 3.16999 -0.92267
N 2.21781 3.83610 -1.67846
N -0.17455 0.47685 -0.52155
P -1.44162 1.61796 0.03108
O -1.29601 3.08298 -0.74959
O -1.30438 1.98286 1.64420
S -3.24379 1.01460 -0.29248
C -0.32104 -0.95311 -1.02779
C -1.07141 -0.97144 -2.40878
C -1.46697 0.27634 -3.11501
C -2.14138 0.25470 -4.43780
C -2.48676 -1.00579 -5.10092
C -2.09957 -2.25570 -4.42721
C -1.40305 -2.22590 -3.14061
N -0.47826 -2.04540 -0.07078
C -1.82262 -2.66889 -0.01592
C -1.88446 -4.22098 -0.36078
O -2.84946 -2.14962 0.31149
C -0.08949 -1.73666 1.31570
C 1.01485 -2.68600 1.96927
O -0.56218 -0.88634 2.02582
C 1.21848 -1.16833 -1.52954
F 1.27302 -0.90617 -2.94348
C 1.81622 -2.63092 -1.48770
C 2.92663 -2.92346 -2.57479
C 3.64902 -4.29226 -2.11541
S 3.56220 -5.53013 -3.47257
O 2.22991 -6.12950 -3.41558
O 4.67681 -6.46170 -3.30793
O 3.75685 -4.78317 -4.94206
H 4.78662 2.26693 1.93637
H 3.51108 1.00800 2.35520
H 5.35164 0.61577 2.35978
H 4.15382 1.82730 -0.19364
H 5.39971 0.43651 0.00415
H 3.86516 -1.22802 -0.33573
H 2.85676 -0.52827 1.03756
H 4.32226 0.03047 -2.44710
H -2.22057 3.41003 -0.97082
H -2.03800 1.51447 2.11539
H -1.25673 1.30131 -2.71676
H -2.40387 1.21397 -4.96270
H -3.00290 -1.06147 -6.08574
H -2.32629 -3.25105 -4.88413
H -1.10604 -3.20677 -2.69769
H -1.03606 -4.52558 -1.02618
H -1.79780 -4.81457 0.60158
H -2.88798 -4.44347 -0.79988
H 0.57355 -3.00478 2.96082
H 1.05812 -3.62947 1.35169
H 2.00402 -2.18041 2.09492
H 1.02773 -3.42915 -1.62558
H 2.31479 -2.77791 -0.48011
H 2.40330 -3.12819 -3.54586
H 3.73994 -2.16266 -2.64341
H 4.75188 -4.06590 -1.97850
H 3.27496 -4.66908 -1.11057
H 2.84746 -4.61380 -5.26631
C 4.83308 -7.28964 -0.56912
C 5.63181 -8.33713 -0.37215
C 5.65488 -9.04827 0.92692
O 6.38130 -10.00076 1.11281
C 4.75383 -8.54845 1.99424
C 3.95710 -7.50056 1.79088
C 3.94040 -6.79670 0.49127
O 3.21266 -5.83637 0.29195
H 4.79439 -6.74809 -1.51064
H 6.29378 -8.71310 -1.14233
H 4.78176 -9.07929 2.93752
H 3.29275 -7.12060 2.55739
C -5.74147 4.32470 1.46730
C -4.93864 3.27584 1.63358
C -4.85431 2.57163 2.93071
O -4.11413 1.61379 3.08385
C -5.69860 3.07398 4.03827
C -6.50312 4.12278 3.87289
C -6.58605 4.82835 2.57265
O -7.32070 5.78436 2.41847
H -5.81381 4.84987 0.52948
H -4.31314 2.89033 0.83793
H -5.62400 2.54547 4.98046
H -7.12708 4.50468 4.67136
C -7.88351 5.61780 -1.47746
C -8.71535 6.30102 -2.26216
C -8.64100 6.19475 -3.73755
O -9.39603 6.81753 -4.45311
C -7.60733 5.29850 -4.30633
C -6.77584 4.61558 -3.52131
C -6.85072 4.72220 -2.04726
O -6.09174 4.09656 -1.32943
H -7.92345 5.68437 -0.39628
H -9.47657 6.95952 -1.86302
H -7.56786 5.23244 -5.38637
H -6.01430 3.95677 -3.91995
C 4.73676 -1.24100 6.10103
C 5.59674 -1.41579 7.10303
C 6.87614 -2.13399 6.90046
O 7.65880 -2.29560 7.81148
C 7.16203 -2.64824 5.54080
C 6.30112 -2.47268 4.53993
C 5.02328 -1.75501 4.74358
O 4.23690 -1.59260 3.82804
H 3.79682 -0.71936 6.23078
H 5.40347 -1.04577 8.10206
H 8.10173 -3.16998 5.41026
H 6.49373 -2.84251 3.54043
C -2.98652 8.44463 -0.92488
C -3.26964 7.18125 -1.23738
C -2.72259 6.05690 -0.44998
O -2.98059 4.90038 -0.73724
C -1.85111 6.38337 0.69855
C -1.56644 7.64578 1.01315
C -2.11325 8.77509 0.22551
O -1.85701 9.92400 0.51128
H -3.37709 9.28134 -1.49013
H -3.90644 6.92109 -2.07395
H -1.46170 5.54466 1.26271
H -0.92971 7.90378 1.85002



No. 2
This record from the Open Molecules 2025 dataset describes a 7-piece molecular cluster, C44H44N4O16S overall. The level of theory is ωB97M-V/def2-TZVPD.

## Properties
SMILES: CC[C@]1(CCN)OS(=O)(=O)O[C@H]1CC(N)(N)N.O=C1C=CC(=O)C=C1.O=C1C=CC(=O)C=C1.O=C1C=CC(=O)C=C1.O=C1C=CC(=O)C=C1.O=C1C=CC(=O)C=C1.O=C1C=CC(=O)C=C1
E_HOMO, eV: -9.017
Kohn-Sham gap, eV: 7.1

CARTESIAN COORDINATES (ANGSTROEM)
C -3.88097 -0.28077 -1.51098
C -2.71289 0.12298 -2.41776
C -1.31231 -0.34942 -1.98354
C -0.91564 -1.72470 -2.50126
C -2.03706 -2.72808 -2.77409
N -1.55632 -4.11592 -2.66194
O -1.28493 -0.37689 -0.51424
S -1.00185 1.04739 0.06970
O -0.10191 0.96525 1.16757
O -2.20990 1.78294 0.24215
O -0.24701 1.62848 -1.20103
C -0.27011 0.75514 -2.34866
C 1.13949 0.48369 -2.86454
C 2.19491 -0.32789 -2.06769
N 1.79221 -0.47134 -0.68125
N 3.43841 0.46693 -2.14310
N 2.41572 -1.67275 -2.59876
H -3.72483 -1.23263 -1.00862
H -4.79746 -0.36114 -2.09615
H -4.03788 0.46577 -0.73576
H -2.70205 1.21363 -2.47706
H -2.87688 -0.23890 -3.43710
H -0.20050 -2.14496 -1.79006
H -0.36073 -1.56789 -3.42833
H -2.39420 -2.59125 -3.79914
H -2.89084 -2.55015 -2.11944
H -2.30605 -4.69202 -2.29333
H -0.81911 -4.16412 -1.96418
H -0.73316 1.31556 -3.16568
H 1.56265 1.48154 -3.00099
H 1.03542 0.06093 -3.86678
H 2.43362 -1.09491 -0.19881
H 1.83824 0.42161 -0.20163
H 3.77881 0.44195 -3.10151
H 4.14287 -0.02509 -1.59790
H 1.85370 -1.90218 -3.40589
H 2.26256 -2.37290 -1.88211
C 1.10243 6.69544 2.25713
C 1.37487 6.90116 0.97204
C 1.25923 5.80325 -0.02354
O 1.50785 5.99388 -1.19467
C 0.82951 4.47193 0.47112
C 0.55405 4.26423 1.75658
C 0.67083 5.36101 2.74665
O 0.42605 5.18433 3.92320
H 1.17905 7.47426 3.00592
H 1.69064 7.86236 0.58671
H 0.75361 3.68806 -0.27203
H 0.23687 3.29926 2.13271
C 2.31037 0.21966 -7.25240
C 2.49475 0.42138 -8.55386
C 2.33787 -0.68486 -9.53469
O 2.50609 -0.50206 -10.71924
C 1.96715 -2.02355 -9.00561
C 1.78303 -2.22417 -7.70388
C 1.93859 -1.11741 -6.73014
O 1.76802 -1.30002 -5.54108
H 2.42010 1.00714 -6.51719
H 2.76578 1.38581 -8.96393
H 1.85966 -2.81140 -9.74010
H 1.51352 -3.18789 -7.29086
C -0.02838 -5.78281 0.32132
C -0.34820 -7.05165 0.55595
C 0.62148 -8.15021 0.32284
O 0.31049 -9.30895 0.49992
C 1.97709 -7.77873 -0.15613
C 2.29701 -6.51033 -0.39498
C 1.31371 -5.41518 -0.19204
O 1.60269 -4.26620 -0.45274
H -0.73143 -4.97245 0.47206
H -1.33133 -7.33896 0.90674
H 2.66941 -8.59660 -0.31029
H 3.27141 -6.21178 -0.76018
C 4.39598 5.62264 8.66387
C 3.64405 6.66252 8.31619
C 2.72104 6.58548 7.15752
O 2.04252 7.53861 6.83257
C 2.64998 5.30670 6.41026
C 3.40506 4.26807 6.75840
C 4.33888 4.34331 7.90962
O 5.02862 3.39849 8.22748
H 5.07917 5.64875 9.50322
H 3.66362 7.60465 8.84882
H 1.95313 5.27568 5.58187
H 3.37400 3.32257 6.23185
C -3.69092 6.52576 8.20115
C -2.61867 6.01492 8.79899
C -1.24943 6.44908 8.42028
O -0.27130 5.97730 8.96201
C -1.11991 7.47476 7.35497
C -2.19460 7.98137 6.75661
C -3.56348 7.55084 7.13199
O -4.54479 8.01471 6.59176
H -4.70042 6.22779 8.45457
H -2.68343 5.26639 9.57853
H -0.10620 7.75793 7.10435
H -2.12902 8.72574 5.97317
C -3.10457 -9.51873 -2.71934
C -2.90419 -8.75897 -1.64633
C -3.68351 -7.51327 -1.43203
O -3.49130 -6.81293 -0.45856
C -4.69924 -7.15005 -2.45083
C -4.89939 -7.90974 -3.52368
C -4.11710 -9.15455 -3.74396
O -4.30055 -9.84531 -4.72124
H -2.55032 -10.43060 -2.90142
H -2.17362 -9.00718 -0.88516
H -5.25620 -6.24011 -2.26543
H -5.63176 -7.66852 -4.28347



Question: Which of these has the highest E_HOMO?
Answer: C44H44N4O16S